{"formula": "C37H50N4O12PSSc", "method": "wB97M-V/def2-TZVPD", "lumo_energy_ev": 2.75, "total_energy_ev": -110539.0817, "total_charge": -2, "fmax_ev_per_a": 2.303, "orbital_gap_ev": 2.805, "elements": ["Sc", "O", "C", "O", "C", "C", "C", "C", "C", "N", "C", "O", "O", "H", "H", "H", "O", "C", "C", "O", "C", "C", "O", "C", "O", "O", "C", "C", "C", "C", "P", "N", "C", "C", "C", "C", "C", "C", "C", "C", "H", "H", "H", "H", "H", "H", "H", "H", "H", "H", "H", "H", "H", "H", "H", "H", "H", "H", "H", "H", "H", "H", "H", "H", "H", "H", "H", "C", "C", "N", "C", "C", "N", "C", "C", "H", "H", "H", "H", "H", "H", "H", "H", "H", "H", "H", "H", "H", "C", "C", "C", "C", "C", "C", "C", "S", "O", "O", "O", "H", "H", "H", "H", "H", "H", "H"], "xyz": [[0.2876, 0.3896, 0.3638], [1.3460, -0.6522, 3.9921], [1.4747, -0.3024, 2.8100], [0.9818, -0.9543, 1.8205], [2.2765, 0.9277, 2.4434], [2.9432, 1.6174, 3.4244], [3.6178, 2.8199, 3.0524], [3.6983, 3.1707, 1.7585], [3.0859, 2.3138, 0.7264], [2.2588, 1.2224, 1.1269], [3.5657, 2.5408, -0.4968], [3.9464, 3.1241, -1.4586], [2.1393, 0.8659, -1.7256], [2.8717, 1.2860, 4.4488], [4.0356, 3.4661, 3.8183], [4.1840, 4.0851, 1.4362], [-3.7938, 3.5120, -3.2057], [-3.0577, 2.9909, -2.3904], [-1.6409, 3.3918, -2.0944], [-1.0536, 4.3601, -2.5586], [-1.1236, 2.3739, -1.1940], [-2.1345, 1.4205, -0.8918], [-1.9018, 0.3877, -0.1961], [-3.3857, 1.8021, -1.5386], [-4.4763, 1.2550, -1.4380], [0.0789, 2.2377, -0.7469], [-1.0920, -2.6994, -4.7619], [-1.0614, -2.4233, -3.2608], [-1.3434, -3.7297, -2.5044], [-2.2098, -1.4765, -2.8834], [0.5458, -1.6868, -2.4341], [0.2837, -1.2180, -1.0167], [1.8529, -3.1258, -2.4686], [1.9466, -4.0062, -3.7124], [3.2074, -2.4390, -2.2293], [1.5845, -3.9753, -1.2141], [1.1934, -0.3590, -3.6879], [0.0085, 0.5955, -3.8977], [1.7016, -0.8379, -5.0465], [2.3345, 0.4731, -3.0594], [-2.0459, -3.1794, -5.0120], [-0.2872, -3.3652, -5.0806], [-1.0326, -1.7780, -5.3415], [-2.3833, -4.0365, -2.6657], [-1.1933, -3.5626, -1.4352], [-0.7061, -4.5513, -2.8323], [-3.1713, -1.9962, -2.9669], [-2.2651, -0.5952, -3.5208], [-2.0827, -1.1380, -1.8534], [2.1025, -3.4131, -4.6149], [1.0533, -4.6150, -3.8560], [2.7981, -4.6895, -3.6067], [3.6294, -2.0419, -3.1536], [3.9276, -3.1562, -1.8221], [3.0875, -1.6315, -1.5026], [0.8225, -4.7382, -1.3736], [1.2645, -3.3056, -0.4098], [2.5005, -4.4871, -0.8989], [-0.6980, 0.2073, -4.6320], [0.3629, 1.5670, -4.2567], [-0.5245, 0.7594, -2.9636], [0.9826, -1.4869, -5.5420], [2.6516, -1.3701, -4.9614], [1.8630, 0.0349, -5.6887], [1.4844, 1.5917, -1.6891], [2.4887, 1.3544, -3.7017], [3.2717, -0.0814, -3.0713], [-4.0143, -2.7149, 2.1147], [-3.1542, -1.6819, 1.3295], [-1.8200, -1.6559, 1.8882], [-1.8253, -1.1328, 3.2453], [-2.8236, -1.9401, 4.1077], [-3.2151, -3.1461, 3.3086], [-1.9836, -3.8864, 2.8790], [-1.2236, -2.9751, 1.8770], [-4.2362, -3.6083, 1.5291], [-4.9489, -2.2838, 2.4731], [-3.5778, -0.6810, 1.3785], [-3.0968, -1.9536, 0.2761], [-2.1163, -0.0937, 3.2487], [-0.8165, -1.1964, 3.6531], [-3.7315, -1.3708, 4.3127], [-2.3864, -2.2753, 5.0489], [-3.7848, -3.7557, 3.8834], [-2.2962, -4.8327, 2.4352], [-1.3953, -4.0874, 3.7745], [-1.2770, -3.3797, 0.8645], [-0.1750, -2.8599, 2.1477], [2.1792, 6.6445, 4.6609], [1.2604, 5.5926, 4.0925], [1.2513, 5.3245, 2.7282], [0.4149, 4.3555, 2.1999], [-0.4342, 3.6637, 3.0481], [-0.4396, 3.9094, 4.4088], [0.4112, 4.8729, 4.9278], [-1.5131, 2.4543, 2.3159], [-2.4028, 1.9877, 3.3794], [-2.2001, 3.1413, 1.2549], [-0.5805, 1.3772, 1.8918], [3.0264, 6.8160, 3.9964], [2.5568, 6.3405, 5.6385], [1.6511, 7.5943, 4.7843], [1.9171, 5.8680, 2.0694], [0.4148, 4.1251, 1.1393], [-1.1086, 3.3353, 5.0369], [0.4167, 5.0690, 5.9953]], "atomic_forces_ev_per_a": [[0.600, -1.485, -1.656], [0.041, 0.065, -0.162], [0.169, -0.514, 0.769], [-0.068, 0.177, 0.115], [0.518, 0.184, 0.115], [-0.283, -0.358, 0.091], [0.141, 0.135, -0.189], [-0.037, 0.149, 0.047], [0.104, -0.587, 0.027], [-0.336, 0.362, -0.017], [0.103, 0.366, 0.019], [-0.017, -0.156, -0.051], [-0.099, 0.324, -0.144], [-0.041, -0.026, -0.019], [0.017, 0.035, -0.021], [-0.010, 0.026, 0.033], [-0.041, 0.037, 0.042], [-0.144, 0.146, -0.230], [0.348, 0.092, 0.111], [-0.018, 0.004, -0.066], [-0.436, -0.203, -0.277], [0.316, 0.078, -0.230], [-0.131, 0.272, 0.005], [-0.139, -0.208, 0.155], [0.003, -0.053, -0.037], [-0.064, 0.072, -0.199], [0.093, 0.011, 0.049], [0.072, 0.132, 0.373], [0.047, 0.015, -0.008], [0.024, 0.038, 0.036], [0.267, -0.573, -1.254], [-0.118, 0.245, 0.409], [-0.101, 0.286, 0.274], [-0.060, 0.073, 0.015], [-0.091, 0.004, 0.015], [-0.010, 0.051, 0.026], [-0.260, -0.047, 0.505], [0.085, -0.054, -0.043], [0.012, -0.075, 0.113], [0.198, -0.075, 0.063], [-0.008, -0.012, -0.012], [-0.051, 0.021, -0.046], [-0.042, -0.045, -0.011], [-0.014, 0.047, -0.045], [-0.033, -0.075, -0.002], [0.007, 0.001, 0.054], [0.014, -0.046, -0.050], [-0.010, -0.029, 0.035], [-0.069, 0.043, -0.001], [0.020, -0.094, 0.007], [0.028, -0.014, -0.010], [0.013, -0.010, -0.011], [-0.013, 0.015, 0.052], [-0.017, -0.048, -0.035], [0.136, -0.017, 0.018], [-0.039, 0.027, -0.004], [0.021, -0.075, 0.044], [0.022, -0.004, -0.071], [-0.002, 0.027, 0.018], [0.014, -0.005, -0.013], [-0.052, 0.087, -0.031], [0.093, 0.021, -0.066], [-0.018, 0.031, -0.049], [0.031, 0.007, -0.015], [-0.025, 0.016, -0.004], [-0.057, -0.008, -0.003], [-0.052, 0.023, -0.068], [-0.083, 0.191, -0.360], [0.084, -0.031, -0.009], [0.003, -0.032, 0.042], [0.125, -0.132, 0.000], [0.142, 0.362, 0.121], [-0.104, -0.080, 0.086], [0.330, -0.092, -0.212], [-0.017, 0.116, -0.124], [0.044, -0.044, 0.064], [0.013, -0.057, 0.105], [-0.009, 0.012, -0.009], [-0.013, 0.043, -0.005], [-0.060, 0.291, -0.056], [0.091, -0.004, -0.036], [-0.056, -0.119, -0.011], [-0.045, -0.112, -0.027], [-0.029, -0.039, 0.022], [-0.086, 0.016, 0.045], [-0.085, 0.030, 0.060], [0.004, 0.035, 0.009], [0.029, -0.047, 0.020], [-0.110, -0.044, -0.055], [0.060, 0.032, 0.043], [-0.073, -0.010, 0.018], [-0.003, 0.066, -0.051], [0.014, -0.200, -0.177], [-0.073, -0.065, 0.026], [-0.012, 0.026, -0.045], [-0.487, 0.204, 0.991], [0.338, -0.094, -0.079], [0.207, -0.058, -0.164], [-0.935, 0.909, 1.202], [0.022, 0.005, 0.031], [0.034, 0.035, 0.001], [0.041, 0.022, 0.022], [0.052, -0.021, -0.009], [0.040, 0.027, 0.009], [0.026, 0.027, 0.019], [0.022, -0.015, 0.007]]}